DFT (ωB97M-V with the def2-TZVPD basis set) results for one molecule with the formula C19H24N2O5S.

ORCA input file:
```
! RIJCOSX wB97M-V def2-TZVPD def2/J DEFGRID3
* xyz 0 1
C -1.948 -0.639 -2.289
C 0.731 -0.636 -2.979
C -0.883 -2.989 2.417
O 3.173 -1.551 -2.622
C 0.263 -1.553 -2.062
H -2.295 -1.506 4.071
O 0.207 3.162 2.771
H -0.942 -2.295 4.918
C 3.196 2.049 -3.605
H -3.340 -1.258 -0.059
C -3.820 -1.398 -1.033
C -1.202 -1.494 4.209
H 1.408 -0.256 1.420
H -4.870 -1.120 -0.961
H -2.329 0.971 3.790
H 3.907 2.737 -3.146
H 2.606 -0.652 -0.678
H 0.742 3.795 0.266
C 1.776 2.580 -1.159
S 2.481 -0.517 -3.331
H 3.656 1.574 -4.468
H -0.591 -3.806 3.087
H -1.151 -0.049 5.781
C -0.127 0.270 -3.578
H -1.427 -2.281 -0.991
C 2.151 0.305 -0.489
H 0.954 -2.259 -1.631
H 0.333 -0.126 4.816
H 0.261 0.960 -4.310
C -0.757 -0.145 4.769
H -1.959 -3.072 2.215
O -3.267 -0.541 -2.006
H -1.004 1.982 4.413
C 1.125 2.812 0.036
C 1.477 0.538 0.691
N -0.592 1.051 2.637
H -0.521 0.155 2.179
H -3.744 -2.448 -1.332
C -1.076 -1.561 -1.712
C 2.270 1.308 -1.454
H -2.157 0.961 -3.685
N 2.870 0.999 -2.671
C 0.927 1.791 0.957
H -0.327 -3.070 1.485
C 0.175 2.082 2.211
C -1.242 1.034 3.923
O 2.701 -0.420 -4.743
H 2.313 2.604 -3.938
C -1.462 0.268 -3.239
O -0.564 -1.739 2.969
H 1.893 3.391 -1.859
*
```

## Properties
SMILES: COCCCNC(=O)c1ccc(N(C)S(=O)(=O)c2ccc(OC)cc2)cc1
Electronic energy (eV): -44144.7404

These are the natural (NBO) partial charges, in e, on atoms 1 to 2:
1. C 0.406
2. C -0.368

DFT (ωB97M-V with the def2-TZVPD basis set) results for a 4-piece molecular cluster, C19H24N3O3PS2 overall.

ORCA input file:
```
! RIJCOSX wB97M-V def2-TZVPD def2/J DEFGRID3
* xyz 0 1
C 1.082 -2.190 6.497
C 5.808 4.260 -1.032
C -1.443 -1.134 1.594
C -6.623 -1.391 -2.782
O 0.163 -2.583 7.423
C 0.439 1.717 -3.526
H -5.795 -2.539 -1.154
H -1.578 -0.984 -3.918
C 4.974 4.620 0.022
C -6.348 -0.379 -3.695
H 1.862 -1.373 3.914
H -3.173 0.231 -2.708
H 1.557 2.064 -1.715
C -0.411 -0.497 -2.178
C 0.860 1.417 -2.240
H -0.723 -1.363 -1.602
C 5.707 2.983 -1.575
H 6.343 2.672 -2.396
H 5.027 5.607 0.467
H -4.851 1.020 -4.382
N 3.946 2.436 -0.017
N -4.403 -1.188 -1.855
C 0.834 -1.038 4.386
H -1.446 -1.647 0.539
H -7.588 -1.884 -2.766
C -5.096 0.227 -3.684
C -0.886 -0.285 -3.462
S 0.191 0.457 3.456
H -0.022 0.645 0.882
H -1.413 -1.976 2.432
H -2.409 -0.495 1.820
C -4.165 -0.209 -2.754
H 3.398 3.913 1.314
C -0.451 0.845 -4.146
O 2.159 -3.186 6.185
S 2.034 -6.212 5.460
P 1.369 -4.407 5.167
H -0.059 -4.291 5.462
H 6.531 4.968 -1.425
H 1.543 -3.921 3.799
H 0.796 2.606 -4.032
C -0.072 -0.206 1.684
C 4.068 3.681 0.491
C -5.628 -1.756 -1.889
C 4.768 2.116 -1.040
H 0.827 -0.964 1.477
H -0.803 1.046 -5.154
H 4.648 1.110 -1.432
H 0.096 -1.959 4.216
N 0.454 0.329 -1.551
O 1.009 -0.847 5.834
H -7.103 -0.065 -4.410
*
```

## Properties
SMILES: CCSCOC(=O)O[PH2]=S.c1ccncc1.c1ccncc1.c1ccncc1
Electronic energy (eV): -61659.6942

These are the natural (NBO) partial charges, in e, on atoms 1 to 2:
1. C 0.956
2. C -0.165

DFT (ωB97M-V with the def2-TZVPD basis set) results for one molecule with the formula C19H24N4O3.

ORCA input file:
```
! RIJCOSX wB97M-V def2-TZVPD def2/J DEFGRID3
* xyz 0 1
C -2.929 -4.003 -2.894
C -2.530 -4.776 -0.665
H 2.646 5.464 5.451
C -1.175 -0.573 0.002
H 0.499 3.121 2.764
H 0.356 0.186 -1.125
C -2.527 -6.082 -1.129
H -3.271 -1.650 -1.717
H 4.402 6.327 0.674
H 4.815 7.196 3.087
C -2.723 -6.347 -2.477
N 4.162 6.480 2.828
C 0.863 2.549 -0.193
O 2.607 4.945 3.034
H -2.380 -6.901 -0.435
N 1.508 3.253 0.907
C 0.821 1.192 1.801
N -0.250 0.364 -0.342
H -2.388 -4.573 0.391
C -2.699 -2.298 -1.050
C -2.732 -3.719 -1.547
H -0.841 -1.546 -1.903
H 2.179 2.581 2.803
H -3.594 -6.548 -5.007
C 3.357 5.846 3.749
C 3.912 5.984 1.566
H -3.726 -4.814 -5.316
C 0.024 1.493 0.518
H 2.564 0.104 2.474
H -3.099 -3.183 -3.586
O -1.860 -0.461 1.003
H 0.272 3.231 -0.803
H -2.727 -7.371 -2.831
O 2.594 4.581 -0.553
H 2.697 0.690 0.819
H -0.642 -2.550 -0.477
N 3.326 6.058 4.991
C 2.345 4.271 0.607
C -3.114 -5.583 -4.845
C 1.274 2.595 2.202
C 2.971 5.046 1.692
H 1.674 -0.705 1.187
C -1.268 -1.771 -0.924
H -0.938 1.916 0.813
H 1.616 2.098 -0.849
C -2.925 -5.308 -3.378
H -3.163 -2.236 -0.065
C 2.006 0.267 1.553
H -2.153 -5.603 -5.363
H 0.165 0.763 2.557
*
```

## Properties
SMILES: [H]/N=c1/[nH]cc(C(=O)N2C[C@H](C)[C@H](NC(=O)CCc3cccc(C)c3)C2)o1
Electronic energy (eV): -32196.6242

These are the natural (NBO) partial charges, in e, on atoms 1 to 2:
1. C -0.182
2. C -0.226

DFT (ωB97M-V with the def2-TZVPD basis set) results for one molecule with the formula C19H24N4O3.

ORCA input file:
```
! RIJCOSX wB97M-V def2-TZVPD def2/J DEFGRID3
* xyz 0 1
H 2.926 -1.720 0.244
C 3.198 2.102 -0.930
H 1.576 1.998 -2.344
H 3.155 -0.186 2.792
H 2.165 0.226 -0.861
H 3.564 -1.893 2.991
C 2.213 2.744 -1.869
H -0.100 -1.291 -0.526
H -7.210 -0.037 -0.147
C -0.851 1.448 0.525
H 6.070 2.758 0.747
C -4.028 -1.360 -1.750
C -6.173 -0.741 -1.554
O -4.983 -0.840 -0.876
C 3.042 -1.180 2.358
C -1.493 0.370 1.399
H -0.588 1.056 -0.460
H -6.640 -1.246 -3.526
C -0.627 -0.886 1.557
H -3.278 0.542 0.155
C 3.898 0.184 0.396
H -1.743 0.792 2.374
C 3.014 0.794 -0.491
H -3.416 -0.650 1.449
C -0.821 -1.623 0.228
N 0.750 -0.611 1.883
N -5.921 -1.203 -2.828
O -1.955 -2.335 -2.122
C 4.308 2.802 -0.469
C 3.617 -1.203 0.913
H 4.541 -1.782 0.913
N -7.277 -0.316 -1.119
H 0.051 1.868 0.975
C -2.643 -1.669 -1.358
O 1.194 -2.701 2.633
H -1.546 2.275 0.378
H 2.723 3.304 -2.653
C -4.602 -1.587 -2.935
C 5.003 0.904 0.839
C 1.587 -1.591 2.330
H 1.171 0.234 1.532
H -0.720 -2.702 0.328
H 1.566 3.444 -1.336
C 5.205 2.205 0.405
H 5.707 0.444 1.523
H -4.157 -2.000 -3.821
H -1.038 -1.503 2.357
C -2.733 -0.210 0.719
N -2.177 -1.246 -0.162
H 4.476 3.819 -0.805
*
```

## Properties
SMILES: [H]/N=c1/[nH]cc(C(=O)N2C[C@H](C)[C@H](NC(=O)CCc3cccc(C)c3)C2)o1
Electronic energy (eV): -32196.5377

These are the natural (NBO) partial charges, in e, on atoms 1 to 2:
1. H 0.220
2. C 0.096

DFT (ωB97M-V with the def2-TZVPD basis set) results for C19H24N5S5SbTc as an isolated structure.

ORCA input file:
```
! RIJCOSX wB97M-V def2-TZVPD def2/J DEFGRID3
* xyz 1 1
C 3.390 -0.474 -3.152
C -1.591 2.858 3.402
H -1.371 0.699 -2.182
H -2.083 2.845 -0.365
H 2.460 -1.985 2.207
H 4.079 -2.050 -1.900
C -0.933 0.483 3.162
H 0.293 -2.700 0.023
C -0.633 -2.910 2.717
H 1.518 -0.689 1.442
Sb -4.800 -0.398 -2.238
C -2.160 4.037 1.416
H -2.494 4.923 0.903
H -1.016 0.776 -3.905
C 3.300 -1.319 -2.062
C -1.910 2.883 0.699
S -4.303 -2.811 -2.350
H 1.559 3.122 -1.416
H -2.183 4.919 3.383
H 0.797 2.339 -3.550
H 2.529 1.207 -4.129
H 3.325 -2.660 -0.005
S -1.755 -3.655 1.564
C 2.400 -1.319 1.350
C -1.333 1.728 2.610
N 0.157 -0.209 -0.528
H -1.652 2.200 -3.083
H 4.232 -0.536 -3.823
N -0.848 -0.576 2.387
C 1.356 0.626 -2.451
C 2.367 -2.135 0.059
C 2.270 -1.230 -1.143
Tc -1.335 -0.181 0.387
S -3.024 -1.601 -3.424
H -0.709 0.390 4.217
H -1.483 2.779 4.470
N -0.428 -1.670 2.984
H 0.310 2.230 -0.552
C 0.431 1.793 -2.675
H -0.133 3.589 -1.612
H -0.185 -4.803 3.308
N -1.487 1.756 1.266
S -3.497 0.518 -0.462
H 0.483 -3.543 4.294
H 3.277 -0.675 1.349
C 0.540 2.746 -1.482
C 1.219 -0.275 -1.342
H 1.353 -3.791 -0.870
C 2.426 0.502 -3.317
S -2.371 -2.256 0.234
C -0.995 1.341 -2.977
C -1.994 4.030 2.800
N 0.025 -3.829 3.442
H 1.345 -3.849 0.889
C 1.264 -3.188 0.030
*
```

## Properties
Electronic energy (eV): -90450.7893

These are the natural (NBO) partial charges, in e, on atoms 1 to 2:
1. C -0.118
2. C -0.198

DFT (ωB97M-V with the def2-TZVPD basis set) results for one molecule with the formula C19H24NO7PS2.

ORCA input file:
```
! RIJCOSX wB97M-V def2-TZVPD def2/J DEFGRID3
* xyz 0 1
H -0.645 -1.309 2.588
H -0.433 -3.011 1.620
C -3.298 -2.784 0.814
H 2.747 -1.502 1.798
H 4.942 1.212 -2.413
H 2.592 1.464 -3.115
H 1.566 1.802 -0.111
H -5.573 -3.329 0.047
H 3.885 -0.439 2.860
C -1.728 2.280 -0.833
C -2.629 -0.094 0.363
C -1.607 1.227 0.445
O -2.031 -4.660 2.902
S 3.393 3.553 -0.291
H 4.765 -0.710 -2.028
O 0.397 -1.304 0.630
O -4.629 -5.186 1.899
H 5.503 -0.464 0.829
H -0.830 3.851 -2.313
C 1.685 2.950 0.186
N 3.994 0.692 -0.419
C -0.437 3.055 -1.520
H 2.791 -0.372 -3.538
H -6.284 -0.829 -0.901
H 1.934 0.213 -1.868
O -0.809 1.390 1.503
H 2.504 0.376 1.739
H 0.213 2.214 -2.055
C -4.122 0.224 -0.315
H 0.492 -1.557 -1.275
C 2.819 0.389 -2.650
H -0.107 4.336 0.448
C -2.178 -1.577 0.914
H 1.640 2.955 1.379
O -5.651 2.301 -0.834
C 4.520 2.041 0.012
O 0.403 -2.089 -0.423
P -3.024 -4.587 1.435
C -3.077 2.555 -1.473
H -1.874 -3.714 3.251
H 1.043 4.734 -1.089
C 0.496 3.884 -0.455
H -3.176 3.302 -2.390
C -4.425 1.772 -0.872
C -5.225 -0.983 -0.426
S 6.034 2.374 0.708
C 4.297 0.371 -1.866
H 4.160 -1.442 -0.060
O -2.474 -5.562 0.283
C 4.373 -0.425 0.528
H -4.818 -4.812 2.830
C -0.656 -1.851 1.549
C 3.335 -0.463 1.827
C -4.781 -2.464 0.144
*
```

## Properties
SMILES: CCN(CC)C(=S)SCCCC1=CC(=O)c2ccc(P(=O)(O)O)c(COO)c2C1=O
Electronic energy (eV): -66854.9483

These are the natural (NBO) partial charges, in e, on atoms 1 to 2:
1. H 0.244
2. H 0.231

DFT (ωB97M-V with the def2-TZVPD basis set) results for a 2-piece molecular cluster, C19H24NO7PS2 overall.

ORCA input file:
```
! RIJCOSX wB97M-V def2-TZVPD def2/J DEFGRID3
* xyz 0 1
C -0.559 0.595 -2.273
O 1.534 -1.081 -5.122
H -0.129 -1.022 5.234
C 2.736 -1.043 -4.540
H 3.369 1.617 -0.366
H -4.056 0.522 1.833
H -3.892 -2.708 -2.629
C 6.286 -1.137 -0.618
O -5.221 0.093 -1.042
O -0.673 0.575 -3.609
H -3.090 0.947 -2.563
H 4.165 -0.771 1.159
C -5.302 -1.032 -1.986
H 3.270 0.750 1.819
H -2.514 2.028 -1.129
C -3.889 0.223 -0.433
H 5.379 -1.877 -0.384
H -3.011 1.916 0.997
C -2.755 0.908 -1.435
O -5.989 -0.808 -3.139
O -1.561 0.025 -1.355
C -2.258 2.052 4.498
C 4.287 0.382 1.314
H 5.051 2.236 0.221
H -2.409 2.356 6.622
C 4.799 -1.687 -3.642
C -3.970 1.246 0.887
H -2.861 2.915 4.230
C -1.037 0.251 3.757
H -0.669 -0.309 2.902
N -1.788 1.332 3.456
H 0.414 2.315 -1.131
H -4.967 1.863 0.745
H 7.060 -1.661 -1.340
C -0.736 -0.143 5.051
C 4.440 1.253 -0.074
H -3.443 -0.782 -0.009
O 5.805 -2.549 -3.471
H 5.133 0.672 2.094
O 3.916 -1.930 -4.807
H 6.779 -0.819 0.414
C 3.043 0.116 -3.421
H -1.017 0.343 7.131
C -4.701 -2.542 -1.769
S 2.066 1.640 -2.942
H -5.394 -5.099 -1.884
H 1.215 0.670 -0.684
P 5.436 0.401 -1.458
C -2.008 1.740 5.825
C 4.342 -0.333 -2.837
C 0.805 1.289 -1.602
C -1.233 0.620 6.103
S -6.068 -3.843 -1.836
H -4.132 -2.713 -0.760
*
```

## Properties
SMILES: CCP(C)C1=C(SCC(=O)OC[C@@H](C)OC(=O)CS)C(=O)OC1=O.c1ccncc1
Electronic energy (eV): -66862.2388

These are the natural (NBO) partial charges, in e, on atoms 1 to 2:
1. C 0.774
2. O -0.504

DFT (ωB97M-V with the def2-TZVPD basis set) results for one molecule with the formula C19H24O5.

ORCA input file:
```
! RIJCOSX wB97M-V def2-TZVPD def2/J DEFGRID3
* xyz 0 1
H -1.601 4.024 0.864
C -0.928 3.270 -1.070
H 1.617 -4.120 -0.990
C -1.696 3.138 0.228
H -2.570 -1.111 0.157
H 2.068 0.623 -2.082
C 1.156 0.273 -1.578
C -1.089 4.204 -2.059
H 1.872 -1.809 -1.661
C 1.549 -3.872 0.039
C 0.638 1.323 -0.615
H 2.147 0.924 0.949
C -1.306 1.848 1.017
H 2.634 3.243 -0.668
H -1.465 -5.106 1.967
H 0.426 0.070 -2.343
H -0.093 0.262 2.678
O -0.100 4.132 -3.019
O -0.710 -1.872 -1.388
C -1.895 -2.745 1.433
H 1.354 2.439 1.153
H -1.796 5.023 -1.995
C 0.187 -1.676 -0.293
H 1.542 -4.807 0.604
C 0.185 2.465 -1.492
H -2.224 1.423 1.438
O 2.886 2.411 -0.210
C -0.673 0.738 0.101
C 0.692 3.094 -2.612
C 1.750 1.752 0.398
C 1.495 -1.094 -0.928
C -0.694 -3.532 1.121
C 0.317 -3.045 0.316
H -0.389 -2.595 -1.932
O -0.615 -4.816 1.660
C -1.940 -1.250 1.055
H -0.690 2.137 1.851
H 0.031 -1.539 2.786
C 0.207 -0.646 2.149
H -2.742 3.053 -0.028
H 1.298 -0.610 2.034
H -2.408 -0.705 1.835
H -1.376 0.615 -0.724
H 1.609 2.802 -3.101
H 2.478 -3.376 0.295
H 2.237 -1.011 -0.149
O -2.855 -3.243 2.040
C -0.520 -0.706 0.767
*
```

## Properties
SMILES: CC1=C(O)C(=O)C[C@]2(C)[C@H]3CCc4cocc4[C@]3(CO)CC[C@@]12O
Electronic energy (eV): -30328.6779

These are the natural (NBO) partial charges, in e, on atoms 1 to 2:
1. H 0.223
2. C -0.096

DFT (ωB97M-V with the def2-TZVPD basis set) results for one molecule with the formula C19H25BrN2O3.

ORCA input file:
```
! RIJCOSX wB97M-V def2-TZVPD def2/J DEFGRID3
* xyz 0 1
H 1.209 -4.722 -1.276
O 5.389 -0.668 -0.518
H 0.305 -6.199 0.522
C 0.086 2.703 1.255
C 1.805 -0.348 0.227
H 3.005 -2.011 -0.384
H -4.307 0.585 0.946
H -1.409 0.778 -1.372
H -5.332 3.017 0.364
H -3.116 0.320 -1.366
C 5.527 -2.024 -0.858
C -3.658 3.300 -0.981
Br 5.727 2.141 0.080
H -0.985 2.792 1.082
H 0.612 3.438 0.646
H -4.218 3.992 -1.610
C 2.940 1.798 0.517
C 0.549 -5.164 0.745
H -0.174 -4.776 1.458
H 1.541 -5.118 1.187
H 2.945 2.846 0.770
C -4.606 2.414 -0.183
C 4.157 -0.205 -0.180
H -3.055 3.888 -0.286
H -2.181 -0.656 0.936
N -2.436 1.375 0.334
H -0.512 -4.348 -0.950
H -3.247 2.172 -2.781
C -2.749 2.419 -1.842
H 4.924 -2.279 -1.736
C -2.409 1.121 -1.096
C 4.103 1.163 0.150
H 5.248 -2.675 -0.024
H 0.312 2.891 2.308
C -0.054 -2.154 0.158
H 6.581 -2.162 -1.090
H -5.159 1.776 -0.875
O -1.199 -2.509 0.345
C 0.502 -4.340 -0.535
H -3.748 2.052 1.777
C -0.296 0.286 0.783
N 0.500 1.380 0.875
C 0.458 -0.811 0.380
C -1.752 0.342 1.104
C 3.001 -0.963 -0.140
C -3.802 1.556 0.802
C 1.785 1.026 0.551
H -1.871 0.592 2.166
O 0.897 -2.991 -0.304
H -1.835 2.963 -2.083
*
```

## Properties
SMILES: CCOC(=O)c1c(CN2CCCCC2)n(C)c2cc(Br)c(OC)cc12
Electronic energy (eV): -99274.3285

These are the natural (NBO) partial charges, in e, on atoms 1 to 2:
1. H 0.185
2. O -0.490

| no. | LUMO (eV) |
| --- | --- |
| 1 | 0.392 |
| 2 | -0.299 |
| 3 | 0.574 |
| 4 | 0.574 |
| 5 | -4.833 |
| 6 | -2.216 |
| 7 | -1.753 |
| 8 | 0.167 |
| 9 | 0.708 |